Record 1
Molecular formula: C16H18FN4O7
Method: DFT, ωB97M-V with the def2-TZVPD basis set

The geometry in XYZ format:
```
46
Properties=species:S:1:pos:R:3:forces:R:3
C -0.6004 5.4290 1.6526 0.678 0.419 -0.251
C -0.6810 4.4100 1.0313 -0.325 -0.829 -0.484
C -0.7502 3.2277 0.1405 -0.560 0.648 0.724
N 0.3594 3.3657 -0.8403 0.799 -0.500 0.077
C 0.9703 2.1422 -1.1788 -0.770 0.151 -0.428
N 0.5267 1.5006 -2.3505 0.622 -0.013 0.927
N 1.9259 1.6127 -0.4639 -1.700 -0.054 -0.460
C 2.5335 0.3440 -0.8932 1.941 -0.367 -0.236
C 3.3008 -0.4096 0.2154 -0.222 -1.117 -0.676
C 2.8791 -1.8871 0.0411 -0.351 -0.120 0.195
C 1.5506 -2.1107 0.7500 -0.739 -0.711 0.074
O 0.6126 -1.1368 0.3438 0.424 0.741 0.391
C 2.3948 2.3115 0.7083 0.900 0.215 0.652
O 3.5087 2.7201 0.6921 0.524 0.213 -0.313
N 1.5516 2.4511 1.8550 -0.944 -0.758 -0.807
C 2.0204 1.7193 2.9790 0.142 -0.312 0.874
O 3.0142 1.9119 3.5792 0.533 0.346 -0.002
F 1.2045 0.7551 3.3832 -0.412 0.203 -0.693
H -0.3292 6.3978 2.0055 -0.359 -0.086 0.359
H -1.7419 3.2184 -0.3243 0.296 -0.007 -0.278
H -0.6545 2.3037 0.7201 0.007 0.152 -0.034
H 1.0399 4.0683 -0.5702 -0.155 0.006 0.270
H 0.6519 2.1653 -3.1077 -0.471 -0.024 -0.094
H -0.4582 1.2672 -2.2296 -0.057 -0.238 -0.348
H 3.2432 0.5842 -1.7005 -0.140 0.117 0.203
H 1.8107 -0.3411 -1.3278 -0.461 0.719 0.325
H 3.0215 -0.1373 1.2402 0.224 0.263 -0.190
H 4.3822 -0.3741 0.0558 -0.171 0.583 0.293
H 2.7184 -2.1115 -1.0242 0.212 0.044 0.180
H 3.6275 -2.6022 0.4003 -0.045 0.250 0.117
H 1.1590 -3.1109 0.5139 0.113 0.178 0.027
H 1.6515 -2.0609 1.8499 0.276 0.030 -0.224
H -0.2265 -1.5490 0.0516 -0.536 -0.719 -0.625
H 1.3965 3.4279 2.0873 0.196 0.029 0.082
C -4.4317 -4.4235 -1.4162 0.604 -0.196 -0.221
C -5.3988 -3.6727 -0.7434 -0.142 0.272 0.195
C -4.8727 -2.3501 -0.1542 0.970 0.478 0.048
O -5.5980 -1.5317 0.4050 -0.483 -0.173 0.018
C -3.4525 -2.0731 -0.2665 -0.087 0.326 0.183
C -2.5011 -2.8300 -0.9227 -0.452 -0.350 -0.117
C -3.0412 -4.0968 -1.6028 -1.325 -0.595 -0.075
O -2.3265 -4.8332 -2.2893 0.729 0.249 0.016
O -1.2684 -2.5780 -1.0159 0.722 0.536 0.395
O -6.5976 -3.9576 -0.5862 0.028 -0.079 -0.059
H -4.7204 -5.3651 -1.8714 -0.135 0.031 -0.005
H -3.1460 -1.1560 0.2316 0.103 0.048 -0.004
```
Forces are in eV/Å.

Summary:
Net charge: -1
E: -1465.876416 Ha
Highest occupied orbital energy: -2.2 eV



Record 2
Molecular formula: C5H4O
Method: DFT, ωB97M-V with the def2-TZVPD basis set

The geometry in XYZ format:
```
10
Properties=species:S:1:pos:R:3:forces:R:3
C 0.5458 0.5507 0.0774 1.292 -0.127 1.497
C 0.0567 1.7956 0.1349 -0.244 0.365 -0.728
C -0.1954 -0.6596 0.3025 1.666 -0.166 -1.155
C -2.1193 0.6217 -0.5425 0.235 0.181 -0.130
C -1.5240 -0.7092 -0.1590 -0.416 -1.458 -0.891
O -2.5841 0.1605 0.5303 0.052 -0.221 0.264
H 1.6900 0.5618 0.0851 -1.417 -0.536 -0.006
H 0.5916 2.6466 -0.3090 -0.445 -0.226 0.085
H 0.3347 -1.6265 0.2221 -0.186 0.697 0.359
H -1.8233 -1.7067 -0.5866 -0.537 1.490 0.705
```
Forces are in eV/Å.

Summary:
Relative energy (zero: lowest compared OMol25 entry of this formula, charge and spin): 149.7 kcal/mol
E: -267.873787 Ha
Highest occupied orbital energy (alpha / beta): -7.9 / -8.7 eV



Record 3
Molecular formula: C19H15O3
Method: DFT, ωB97M-V with the def2-TZVPD basis set

The geometry in XYZ format:
```
37
Properties=species:S:1:pos:R:3:forces:R:3
C -0.5784 -3.3767 3.5357 0.037 0.364 1.462
C -1.5153 -2.2741 3.1367 0.386 0.056 0.356
C -1.1926 -0.9326 3.2429 -0.591 -0.507 0.188
C -2.0913 0.0268 2.7742 -0.185 0.365 0.000
C -1.8476 1.4288 2.5721 0.291 0.941 0.149
C -2.7887 2.2086 1.8372 0.208 -0.599 0.177
C -2.5561 3.5394 1.5401 0.379 0.247 0.080
C -1.3805 4.1714 1.9803 -0.278 -0.260 0.171
C -0.4658 3.4430 2.7501 0.047 -0.183 0.037
C -0.6802 2.0954 3.0524 -0.615 0.080 -0.557
H -1.1754 -4.0163 4.2152 0.613 0.222 0.086
H 0.2977 -2.9530 4.0807 -0.734 -0.188 -0.237
H -2.5679 -2.5640 3.0182 0.434 0.223 -0.591
H -0.2846 -0.6198 3.7723 0.025 -0.250 -0.734
H -3.0664 -0.3281 2.4465 0.151 -0.046 -0.129
H -3.6968 1.7101 1.4775 0.337 0.247 0.127
H -3.2781 4.1015 0.9502 0.109 -0.139 0.142
H -1.2062 5.2296 1.7580 -0.024 -0.479 0.062
H 0.4390 3.9377 3.1113 -0.275 -0.183 -0.083
H 0.0458 1.5334 3.6362 -0.082 0.230 -0.113
C 0.6158 -3.9929 -2.3667 -0.238 -0.311 -0.527
C -0.4748 -4.8750 -2.5449 0.069 0.022 0.875
C -1.0516 -5.4978 -1.4245 0.597 0.734 -0.644
C -0.6004 -5.1334 -0.1580 -0.292 -0.103 0.296
C 0.4175 -4.2047 0.0324 0.316 -0.316 -1.142
C 1.1045 -3.7178 -1.1028 -0.523 0.107 0.142
C 0.8428 -3.8155 1.3653 0.995 0.562 0.922
O 1.8668 -3.1581 1.5437 -1.492 -0.660 0.182
C 0.0113 -4.3720 2.5480 1.161 -0.571 -0.981
C -0.9613 -5.4886 2.2050 -0.223 -0.490 0.520
O -1.4704 -6.1651 3.0650 0.236 0.652 -0.864
O -1.2198 -5.7901 0.9021 0.011 0.233 -0.200
H 1.0716 -3.5337 -3.2491 -0.078 -0.224 0.371
H -0.8768 -5.0795 -3.5428 0.272 0.046 0.412
H -1.8402 -6.2242 -1.5295 -0.114 -0.054 0.067
H 1.9913 -3.0968 -0.9548 -0.445 -0.098 0.014
H 0.7998 -4.9322 3.1006 -0.483 0.329 -0.036
```
Forces are in eV/Å.

Summary:
Spin multiplicity: 2
E: -958.692403 Ha
Highest occupied orbital energy (alpha / beta): -7.0 / -9.1 eV



Record 4
Molecular formula: C3H4NO
Method: DFT, ωB97M-V with the def2-TZVPD basis set

The geometry in XYZ format:
```
9
Properties=species:S:1:pos:R:3:forces:R:3
C 0.8580 0.8839 -0.0617 5.333 -1.151 2.602
C -1.2163 -0.0185 -0.5943 -2.207 0.798 -1.964
C -1.2585 -1.1870 -0.0980 2.479 1.345 0.872
N 1.3140 0.0350 0.7642 -6.123 -0.398 -2.318
O -0.3121 0.9744 -0.6206 -1.849 0.216 -0.877
H 1.5945 1.6114 -0.3817 -0.678 0.819 -0.625
H -2.1050 0.2389 -1.2938 1.032 -0.420 1.141
H -1.1036 -1.9812 0.5687 -0.715 -1.506 0.460
H 2.2424 -0.0327 0.9926 2.728 0.297 0.709
```
Forces are in eV/Å.

Summary:
Net charge: +1
Relative energy (zero: lowest compared OMol25 entry of this formula, charge and spin): 99.8 kcal/mol
E: -246.233076 Ha
Highest occupied orbital energy (alpha / beta): -15.8 / -15.8 eV



Record 5
Molecular formula: C15H33N3O5S
Method: DFT, ωB97M-V with the def2-TZVPD basis set

The geometry in XYZ format:
```
57
Properties=species:S:1:pos:R:3:forces:R:3
C 4.1882 -1.9271 0.7523 -0.719 -0.709 -0.724
O 4.8487 -0.7665 0.2578 -0.814 0.049 0.232
C 4.3380 0.4341 0.8234 0.621 1.319 0.817
C 4.3580 1.6339 -0.1681 0.152 -0.885 -0.330
C 3.1627 1.6151 -1.1973 0.857 0.645 1.025
C 1.8882 2.1856 -0.4809 0.077 -0.563 -0.983
C 0.5311 1.5276 -0.9022 0.258 1.864 1.364
C -0.5101 1.7580 0.2604 -0.404 0.164 -0.757
C -0.5773 3.2205 0.7603 -0.787 -0.242 0.511
O -1.0476 4.1284 -0.2372 0.502 0.041 0.842
C -1.3557 5.3708 0.4210 0.129 0.910 -0.305
N -1.8435 1.2898 -0.2112 1.094 -0.468 0.329
C -1.7604 -0.1851 -0.3597 -0.068 0.013 -0.729
C -3.1480 -0.8397 -0.6082 -0.334 -0.374 0.682
C -3.2008 -2.2304 0.1131 0.424 0.202 0.532
C -3.3594 -2.0510 1.6663 -0.556 0.754 -0.091
S -3.0341 -3.6484 2.5396 0.197 -0.082 0.045
C -0.7368 -0.5276 -1.4988 -1.477 -0.984 0.275
N 0.6242 0.0572 -1.1764 -0.611 -0.383 -0.838
N 1.1815 -0.6202 -0.0691 0.483 -0.164 0.706
H 4.8836 -2.7775 0.8978 -0.196 0.731 0.000
H 3.5961 -1.7540 1.6742 0.592 0.014 -0.289
H 3.4579 -2.2635 -0.0340 0.499 -0.012 0.567
H 5.0142 0.7041 1.6737 -0.533 -0.126 -0.437
H 3.3199 0.3311 1.2665 0.514 -0.197 -0.369
H 5.3324 1.5835 -0.7066 -0.655 0.129 0.324
H 4.3457 2.5736 0.4268 -0.053 -0.531 -0.436
H 3.0634 0.5748 -1.5761 0.057 0.577 0.096
H 3.4812 2.2692 -2.0338 -0.515 -0.518 0.242
H 1.7998 3.2634 -0.7455 -0.020 -0.715 0.291
H 1.9984 2.1297 0.6197 -0.027 -0.171 -0.598
H 0.1789 2.0108 -1.8419 0.065 -0.466 0.569
H -0.2656 1.1323 1.1489 0.211 0.459 -0.652
H -1.3293 3.2271 1.5894 0.504 -0.277 -0.490
H 0.3697 3.5914 1.2181 -0.355 -0.398 -0.474
H -2.4446 5.5726 0.3913 0.524 -0.312 0.138
H -0.9834 5.3909 1.4689 -0.388 -0.137 -0.604
H -0.8525 6.2263 -0.0878 -0.277 -0.737 0.100
H -1.9192 1.6636 -1.1598 -0.598 0.143 0.294
H -1.3584 -0.6541 0.5694 -0.331 0.682 -0.416
H -3.9317 -0.2017 -0.1398 0.637 -0.149 -0.354
H -3.4212 -0.9314 -1.6788 0.370 0.001 0.468
H -2.2330 -2.7453 -0.0619 -0.684 0.059 -0.117
H -4.0318 -2.8591 -0.2666 0.724 0.265 0.127
H -4.4133 -1.7191 1.8189 0.706 -0.300 0.176
H -2.7147 -1.2294 2.0589 -0.297 -0.657 -0.269
H -2.6822 -3.3268 3.8362 -0.344 0.523 -0.997
H -1.0831 -0.1773 -2.4975 0.393 0.124 0.749
H -0.6603 -1.6398 -1.5694 0.352 0.773 -0.045
H 1.1679 -0.0697 -2.0411 0.169 -0.047 0.426
H 2.1799 -0.7724 -0.1710 -0.210 0.079 -0.210
H 0.7012 -1.4905 0.1331 -0.015 0.024 -0.323
C -3.2902 -5.9066 -1.1021 -1.282 -1.734 0.180
O -3.3659 -6.1242 0.1439 0.006 0.266 -0.590
O -2.4172 -4.8600 -1.3930 0.711 0.800 0.354
O -3.8450 -6.4647 -2.0584 0.392 0.537 0.396
H -2.1942 -4.7024 -0.4557 0.329 0.191 -0.430
```
Forces are in eV/Å.

Summary:
Relative energy (zero: lowest compared OMol25 entry of this formula, charge and spin): 56.4 kcal/mol
E: -1529.806699 Ha
Highest occupied orbital energy: -6.2 eV



Record 6
Molecular formula: C25H48BrIN2O5
Method: DFT, ωB97M-V with the def2-TZVPD basis set

The geometry in XYZ format:
```
82
Properties=species:S:1:pos:R:3:forces:R:3
O 3.1703 0.0954 0.5422 -0.335 -0.058 0.016
C 2.0215 0.3067 0.8144 0.419 0.097 -0.186
O 1.4505 -0.3271 1.8644 -0.086 -0.037 0.134
C 1.1393 1.2566 0.0344 -0.055 -0.049 -0.007
C 0.3106 0.5372 -1.0401 0.193 -0.298 0.032
C -0.8709 -0.3087 -0.5550 -0.050 0.198 -0.100
C -2.2138 0.3994 -0.3402 0.314 -0.161 0.351
C -3.1352 -0.4164 0.5745 -0.035 -0.217 0.149
C -3.6498 -1.7077 -0.0222 0.163 0.534 0.007
C -4.4622 -2.6553 0.8328 0.107 -0.048 -0.012
O -4.5933 -3.7895 0.5331 -0.132 -0.373 -0.148
I -5.3692 -1.9973 2.6655 0.023 0.145 0.092
O -4.2105 0.4816 0.8904 -0.029 -0.121 -0.263
C -3.7881 1.7486 0.6694 -0.092 0.138 -0.008
O -4.5446 2.6661 0.5905 0.019 0.169 0.241
C -2.2817 1.7377 0.4367 -0.354 -0.493 -0.443
C -1.7963 3.0297 -0.1970 -0.018 0.373 0.253
C -1.1326 3.9962 0.8007 -0.072 -0.048 0.028
C -0.0906 4.8699 0.1292 0.011 -0.198 -0.054
Br 0.3318 6.4199 1.2143 0.068 0.046 -0.021
H 0.5592 0.0086 2.0116 -0.012 -0.018 0.029
H 0.5137 1.8162 0.7318 -0.072 0.119 -0.072
H 1.8247 1.9365 -0.4661 -0.029 0.151 0.076
H -0.0171 1.2589 -1.7851 -0.063 0.075 -0.013
H 1.0005 -0.1287 -1.5632 0.015 0.019 -0.066
H -0.5904 -0.8555 0.3488 0.045 -0.016 0.090
H -1.0337 -1.0767 -1.3132 -0.067 -0.084 0.025
H -2.7149 0.5142 -1.3052 0.001 0.124 -0.088
H -2.5945 -0.6398 1.5038 -0.030 -0.011 0.044
H -4.2214 -1.4845 -0.9258 -0.158 -0.086 0.015
H -2.7846 -2.2987 -0.3265 -0.015 -0.059 -0.092
H -1.8314 1.5268 1.4138 0.168 0.277 0.095
H -2.6681 3.5523 -0.5914 -0.008 -0.094 -0.215
H -1.1422 2.8328 -1.0413 0.173 -0.084 0.026
H -0.6739 3.4449 1.6243 0.104 0.038 0.036
H -1.8873 4.6362 1.2568 -0.100 -0.063 -0.009
H 0.8440 4.3349 -0.0140 0.058 -0.002 -0.013
H -0.4235 5.2262 -0.8422 -0.092 0.162 0.058
C 5.1965 -0.1622 5.9309 0.014 0.019 -0.005
C 5.5097 -1.6493 5.8623 0.044 0.081 -0.008
N 4.3324 -2.4676 5.6428 -0.020 -0.035 0.010
C 4.5615 -3.8825 5.8682 0.011 -0.116 0.088
C 5.5431 -4.6153 4.9446 -0.047 -0.052 0.009
C 3.5462 -2.1265 4.4678 -0.108 0.126 -0.113
C 4.2391 -2.1320 3.0998 -0.037 -0.089 0.082
H 4.4197 0.0349 6.6708 -0.021 -0.018 -0.004
H 6.0916 0.3910 6.2175 0.006 0.000 0.001
H 4.8637 0.2319 4.9701 0.002 -0.004 -0.008
H 5.9426 -1.9559 6.8185 0.006 -0.061 -0.006
H 6.2919 -1.8105 5.1031 0.001 0.006 0.006
H 3.5935 -4.3898 5.8329 -0.021 0.027 -0.035
H 4.9144 -3.9912 6.8988 0.031 0.048 -0.006
H 5.1256 -4.7800 3.9523 0.019 0.046 -0.021
H 5.7776 -5.5955 5.3648 -0.003 0.003 0.006
H 6.4823 -4.0724 4.8358 0.003 0.016 0.003
H 3.1235 -1.1309 4.6269 0.042 0.010 0.023
H 2.6834 -2.7973 4.4412 0.038 -0.064 0.025
H 5.2038 -1.6229 3.1304 0.009 -0.004 0.015
H 3.6207 -1.6021 2.3803 0.002 0.007 -0.060
H 4.3966 -3.1415 2.7215 0.081 0.000 0.024
C -2.4807 2.3457 -3.6844 0.057 -0.003 0.006
C -1.8289 1.1349 -4.3355 -0.006 0.080 0.037
N -2.7914 0.1595 -4.8069 0.004 -0.064 0.052
C -2.1956 -1.1204 -5.1503 0.044 -0.136 0.018
C -1.2049 -1.1694 -6.3194 -0.028 -0.051 0.000
C -3.7971 0.6664 -5.7271 -0.141 0.107 -0.058
C -3.3151 1.3404 -7.0180 -0.055 -0.046 -0.019
H -3.1765 2.0367 -2.9021 -0.041 0.032 -0.032
H -1.7130 2.9751 -3.2320 -0.008 0.032 -0.019
H -3.0244 2.9638 -4.3984 -0.006 -0.019 -0.026
H -1.2072 0.6312 -3.5873 0.022 -0.044 -0.061
H -1.1393 1.4821 -5.1212 -0.002 -0.002 0.006
H -3.0064 -1.8286 -5.3388 -0.032 0.031 -0.018
H -1.6852 -1.4883 -4.2532 0.020 0.052 0.018
H -1.7046 -1.0782 -7.2825 0.003 0.048 -0.002
H -0.6830 -2.1280 -6.3155 -0.003 -0.001 0.006
H -0.4500 -0.3858 -6.2482 0.000 0.012 0.009
H -4.4213 1.3787 -5.1822 0.042 0.013 0.028
H -4.4633 -0.1624 -5.9761 0.044 -0.048 -0.004
H -2.5106 2.0533 -6.8310 -0.003 0.008 0.019
H -4.1403 1.8926 -7.4707 -0.005 -0.002 0.004
H -2.9651 0.6204 -7.7557 0.063 0.008 0.019
```
Forces are in eV/Å.

Summary:
SMILES string: O=C(O)CCC[C@H]1[C@H](CC(=O)I)OC(=O)[C@@H]1CCCBr.CCN(CC)CC.CCN(CC)CC
E: -4338.797151 Ha
Highest occupied orbital energy: -7.9 eV